Record 1
Below is a 2-piece molecular cluster, C4H13NS overall, with properties calculated with wB97M-V/def2-TZVPD.

Geometry as XYZ:
```
19
Properties=species:S:1:pos:R:3:forces:R:3:nbo_charge:R:1
C -2.1990 -0.7258 0.9886 0.135 0.652 0.085 -0.416
N -2.7519 -0.2537 -0.2740 0.123 -0.322 0.477 -0.630
C -2.0155 -0.6445 -1.4430 0.576 -0.059 -0.800 -0.414
H -1.1128 -0.7775 0.9650 0.167 0.323 -0.277 0.189
H -2.4888 -1.7214 1.3055 -0.454 -0.345 0.011 0.171
H -2.4717 0.0149 1.7427 0.032 -0.304 0.300 0.196
H -3.7410 -0.4566 -0.2959 0.077 -0.095 -0.348 0.357
H -1.7488 -1.7054 -1.6131 -0.411 -0.037 0.489 0.158
H -2.5185 -0.3224 -2.3512 -0.216 0.117 -0.007 0.201
H -1.0534 -0.1245 -1.4447 0.005 0.085 0.075 0.188
C 3.4673 -0.1313 -0.2554 -0.136 -0.476 0.585 -0.749
S 2.7022 1.4697 -0.5273 0.209 0.438 -0.791 0.172
C 1.4294 1.6479 0.7336 0.440 0.101 0.488 -0.746
H 4.5267 -0.0902 -0.4889 0.064 0.290 -0.160 0.230
H 3.4114 -0.3851 0.8065 -0.081 -0.085 -0.116 0.217
H 3.0281 -0.9287 -0.8564 -0.131 0.088 0.105 0.212
H 1.7426 2.4493 1.4010 0.023 -0.176 0.236 0.218
H 1.3068 0.7220 1.2879 -0.081 -0.018 0.062 0.220
H 0.4869 1.9635 0.3193 -0.340 -0.176 -0.413 0.226
```
Positions in Å, forces in eV/Å.

SMILES: CNC.CSC
HOMO level, eV: -8.4
Charge: 0

---

Record 2
Below is C22H38MnNO2P2Si as an isolated structure at a distorted geometry, with properties calculated with wB97M-V/def2-TZVPD.

Geometry as XYZ:
```
67
Properties=species:S:1:pos:R:3:forces:R:3:nbo_charge:R:1
C -0.8800 3.2319 -3.7817 0.148 -0.030 0.455 -0.258
C -0.9140 2.2934 -2.7458 0.091 -0.099 -0.188 0.269
N 0.1579 2.0560 -1.9507 0.323 0.803 -0.493 -0.520
C 1.3513 2.6186 -2.2851 -0.860 0.241 -0.031 0.247
C 1.4264 3.5890 -3.2796 0.644 -0.243 -0.230 -0.252
C 0.3088 3.9189 -4.0248 -0.554 -0.004 0.021 -0.145
C -2.1469 1.4333 -2.5683 -0.890 -0.254 0.196 -0.808
P -2.0695 0.3568 -1.0658 3.067 0.852 0.913 1.168
Mn 0.0261 0.9644 -0.0217 -1.256 -0.936 -1.684 0.438
P 2.2330 0.5402 -0.6549 0.125 0.382 -0.380 0.928
C 2.5798 2.1710 -1.5458 0.426 -0.659 0.679 -0.755
C -0.0203 -2.0223 1.0812 -0.183 1.153 -0.008 -0.052
C -0.6842 -2.1375 2.3165 -0.657 -0.547 0.474 -0.018
C -0.9345 -3.3320 2.9337 0.108 -0.017 -0.469 -0.234
C -0.4725 -4.4790 2.2313 0.154 -0.233 0.218 -0.274
C 0.2198 -4.3779 1.0209 -0.247 -0.072 0.004 -0.215
C 0.4420 -3.1338 0.4053 0.503 -0.523 -0.397 -0.325
O -1.5149 -0.7729 -4.9195 -0.169 0.171 -0.067 -0.962
O 0.6077 -1.5108 -3.3019 -0.089 0.101 -0.710 -0.941
H -1.8106 3.4407 -4.3124 0.420 -0.084 -0.036 0.227
H 2.4072 4.0241 -3.4844 -0.387 -0.001 0.001 0.224
H 0.3386 4.6915 -4.7915 0.112 -0.178 0.161 0.225
C -3.3421 1.0324 -0.0293 -1.659 0.171 0.101 -1.002
C -2.6242 -1.3032 -1.5335 -0.550 0.042 0.065 -0.976
H 3.4393 2.0200 -2.2227 -0.352 0.383 0.148 0.238
H 2.8717 2.8915 -0.7615 -0.111 -0.123 -0.331 0.254
H -2.3093 0.7634 -3.4394 0.427 0.399 0.319 0.289
H -3.0816 2.0269 -2.5173 0.559 0.019 0.007 0.246
C 3.3451 0.5191 0.7742 0.443 0.085 -0.123 -0.955
C 3.0306 -0.6637 -1.7843 -0.238 -0.168 -0.863 -0.977
H -1.9520 -0.3300 2.3946 0.134 -0.132 0.024 0.206
H -1.4708 -3.4004 3.8805 0.129 -0.122 -0.185 0.204
H -0.6369 -5.4606 2.6715 0.057 0.113 -0.144 0.201
H 0.5667 -5.2932 0.5284 -0.122 0.317 0.222 0.202
H 1.0010 -3.0409 -0.5303 -0.119 -0.208 0.145 0.174
H 0.4822 -1.5621 -2.3709 -0.386 1.321 2.005 0.487
H 0.5891 -2.4482 -3.3910 0.070 -1.543 -1.408 0.476
H -0.7274 -0.7322 -4.3592 0.205 -0.343 0.173 0.496
H -1.4151 -0.0257 -5.5111 -0.071 0.095 -0.279 0.463
H -0.5160 -0.0350 -1.2566 0.415 -0.976 -1.208 -0.192
H -4.2731 1.0382 -0.5959 -0.479 0.068 0.102 0.214
H -3.4904 0.4338 0.8636 0.108 -0.116 0.125 0.254
H -3.1142 2.0559 0.2650 0.208 -0.075 -0.060 0.246
H -3.7212 -1.2876 -1.5424 0.134 -0.205 -0.118 0.230
H -2.2540 -1.5779 -2.5311 -0.068 0.142 0.348 0.259
H -2.2953 -2.0295 -0.7809 0.082 0.177 -0.114 0.275
H 3.9608 -0.2910 -2.2415 0.220 -0.218 0.845 0.224
H 3.1137 -1.6381 -1.2654 0.286 0.498 -0.305 0.247
H 2.4223 -0.8223 -2.6929 0.004 0.091 0.751 0.276
H 4.3911 0.6266 0.4635 -0.083 -0.011 0.191 0.222
H 3.0653 1.3243 1.4624 0.087 -0.230 -0.085 0.242
H 3.2040 -0.4504 1.2687 -0.008 0.247 -0.015 0.262
C 1.3644 -0.8825 4.5143 0.190 -0.010 0.280 -1.123
Si -0.0899 0.1587 3.9721 -0.412 -0.779 -1.316 1.655
C -1.4337 0.1948 5.2789 0.196 0.184 0.245 -1.114
C 0.5082 1.8650 3.4997 0.064 0.397 0.359 -1.118
C -0.8963 -0.6509 2.4346 0.324 0.361 0.524 -0.715
C -0.1569 -0.5774 1.0458 -0.301 0.285 1.104 -0.442
H 1.6307 -0.6328 5.5509 0.090 -0.093 -0.182 0.229
H 2.2381 -0.6928 3.8779 -0.137 -0.034 0.105 0.233
H 1.1372 -1.9544 4.4621 0.010 0.224 0.033 0.253
H -0.9877 0.3796 6.2625 -0.212 0.020 0.002 0.229
H -2.1595 0.9887 5.0664 0.065 -0.130 0.067 0.233
H -1.9669 -0.7623 5.3153 0.104 0.133 -0.019 0.239
H 1.3893 1.8187 2.8431 -0.320 -0.048 0.164 0.228
H -0.2810 2.4377 2.9920 0.195 -0.100 0.093 0.234
H 0.7933 2.4062 4.4143 -0.007 0.073 -0.220 0.230
```
Positions in Å, forces in eV/Å.

Spin multiplicity: 5
HOMO level (spin up / spin down), eV: -4.6 / -5.6
Charge: 0
⟨S²⟩: 6.212

---

Record 3
Below is a 2-piece molecular cluster, C7H13N3O overall at a distorted geometry, with properties calculated with wB97M-V/def2-TZVPD.

Geometry as XYZ:
```
24
Properties=species:S:1:pos:R:3:forces:R:3:nbo_charge:R:1
C 2.8179 1.5684 0.5561 -1.351 4.108 3.157 -0.598
C 1.3429 1.1928 0.6787 -1.196 -1.206 0.367 -0.420
C 1.2736 -0.3255 0.4728 1.145 4.018 1.979 0.099
C 1.1254 -1.0765 -0.6076 -0.817 -1.134 0.267 -0.130
N 0.9903 -2.3300 -0.0773 1.321 -0.824 1.640 -0.523
C 1.2907 -2.3185 1.3195 -0.916 9.469 -7.682 0.177
N 1.5189 -1.0183 1.5991 -0.844 -3.208 1.323 -0.452
H 2.8383 2.7266 0.8383 0.420 -2.119 -0.869 0.193
H 3.2885 1.4253 -0.3606 0.568 -0.403 -1.623 0.207
H 3.3707 1.1136 1.3856 -0.094 -0.238 -0.394 0.225
H 0.9214 1.4300 1.7378 1.032 -0.585 -1.695 0.227
H 0.5615 1.6470 0.0166 1.221 0.129 0.023 0.201
H 1.1607 -0.8609 -1.6470 -0.487 0.039 -0.527 0.225
H 0.5225 -3.0150 -0.5947 -0.248 -1.572 -0.554 0.404
H 1.3427 -3.1142 1.8065 0.405 -6.512 4.523 0.173
C -2.1478 -0.2453 0.0745 -2.472 1.426 0.973 -0.712
C -3.1530 0.0642 -0.9861 -3.967 -0.001 -2.919 0.650
N -3.0325 1.1591 -1.7148 5.684 6.293 -0.878 -0.801
O -4.2270 -0.4449 -1.4036 1.221 -2.436 2.809 -0.643
H -2.5287 -1.0967 0.5891 -0.418 -0.418 0.888 0.244
H -2.1107 0.6939 0.7362 0.485 -1.651 -0.869 0.242
H -1.2641 -0.5913 -0.3464 1.914 0.139 -0.708 0.245
H -3.7109 1.5402 -2.3458 -0.669 -0.997 0.109 0.409
H -2.1914 1.8760 -1.7270 -1.939 -2.318 0.660 0.358
```
Positions in Å, forces in eV/Å.

SMILES: CCc1c[nH]cn1.CC(N)=O
HOMO level, eV: -8.9
Charge: 0

---

Record 4
Below is an isolated molecule of C3H5FS at a distorted geometry, with properties calculated with wB97M-V/def2-TZVPD.

Geometry as XYZ:
```
10
Properties=species:S:1:pos:R:3:forces:R:3:nbo_charge:R:1
C -1.2821 0.7759 -0.3838 2.255 -1.058 2.168 -0.488
C -0.7502 -0.3781 -0.0051 -0.592 3.231 -0.220 0.393
F -1.1834 -1.4803 -0.5234 -0.660 -2.525 -0.527 -0.315
C 0.4767 -0.5066 0.7785 2.158 3.296 -0.789 -0.540
S 1.8985 -0.4166 -0.5027 0.248 -1.171 0.236 -0.091
H -2.0294 0.8627 -1.0686 -1.948 0.406 -1.622 0.214
H -0.6971 1.5608 0.0251 -0.269 1.257 0.049 0.198
H 0.6260 -1.5250 0.8412 0.331 -2.192 1.848 0.240
H 0.7565 0.2673 1.6154 -1.063 -2.101 -1.422 0.267
H 2.1844 0.8401 -0.7766 -0.458 0.857 0.279 0.122
```
Positions in Å, forces in eV/Å.

SMILES: C=C(F)CS
HOMO level, eV: -9.0
Charge: 0

---

Record 5
Below is a 25-piece molecular cluster, C17H81FN3O32P2S2 overall at a distorted geometry, with properties calculated with wB97M-V/def2-TZVPD.

Geometry as XYZ:
```
138
Properties=species:S:1:pos:R:3:forces:R:3:lowdin_charge:R:1
C 2.6291 2.5786 4.8576 -0.025 -1.318 0.560 -0.089
C 2.9980 1.8100 3.4992 1.408 1.660 1.397 -0.288
N 1.9993 2.1423 2.4787 -1.489 -1.799 -0.707 -0.057
C 1.4969 1.0723 1.6453 1.798 0.390 0.231 -0.628
O 0.6830 1.3606 0.5550 0.151 -0.411 1.172 -0.143
C -0.4835 2.1528 0.5917 -2.223 3.054 -1.636 -0.379
C -0.1792 3.3156 -0.5226 1.064 0.859 -0.266 -0.063
C 1.3807 3.4675 -0.8512 0.938 -0.480 -0.334 -0.340
C 1.9127 2.6202 -2.1100 -0.748 1.493 -0.214 -0.046
N 2.2102 4.2688 -0.2391 -2.198 -1.230 -0.396 0.109
P -0.9073 3.1586 2.1371 3.172 2.774 2.497 0.882
O 0.0358 4.3874 2.3632 -1.629 -2.082 -0.920 -0.487
C -1.8749 1.3571 0.2177 1.782 -3.917 -1.026 -0.259
C -1.3229 0.1353 -0.7289 -0.880 -1.305 0.383 -0.117
O -0.7161 0.6193 -1.9499 0.311 -1.560 -0.306 -0.049
C -0.5982 -0.4085 -2.9048 -1.054 -0.750 -2.312 -0.409
C 0.3773 -1.6688 -2.7264 -0.061 1.325 0.553 0.005
O -1.2774 -0.3561 -3.9393 1.719 0.245 2.695 0.074
C -2.4844 0.5554 1.4637 -0.684 -0.186 0.912 -0.132
C -3.8493 1.0656 2.0964 -0.949 -1.354 1.440 -0.364
C -5.1704 0.3898 1.4530 0.100 1.212 0.485 -0.093
C -3.8507 0.5172 3.6327 0.296 1.479 -0.150 -0.104
N -2.7841 2.0841 -0.6457 1.505 3.357 0.917 -0.006
F -3.6999 1.3501 -1.3275 -0.351 -1.567 -0.004 0.018
C -3.4505 3.2919 -0.1973 -7.001 3.130 1.652 -0.538
O -2.9809 4.4526 -0.0596 1.624 -3.125 -0.432 -0.023
O -4.8321 3.1880 0.0415 4.983 -0.778 -1.604 -0.173
P 0.8385 -0.4587 2.6182 -1.123 -0.693 1.898 0.511
S 0.2466 -0.0302 4.4414 0.045 0.159 -0.169 0.172
S 3.0792 0.3893 0.7828 1.550 -4.464 -3.658 0.752
C 4.2841 1.7631 0.3732 1.150 0.222 0.291 -0.116
O 2.6456 -0.3687 -0.4681 0.530 2.438 2.391 -0.386
O 3.8491 -0.5897 1.6232 -1.085 2.150 0.089 -0.424
H 3.5463 3.0785 5.2966 -1.237 -0.283 -0.617 0.076
H 1.7318 3.2595 4.7376 1.422 -0.587 0.011 0.063
H 2.3074 1.7662 5.6044 0.401 1.267 -0.973 0.047
H 4.0272 2.2054 3.1390 -1.561 -0.699 0.564 0.100
H 3.1507 0.7224 3.7580 -0.639 1.081 -0.819 0.096
H 2.1336 3.0333 1.9948 -0.253 -0.397 0.172 0.105
H -0.6610 3.0973 -1.5224 0.175 0.170 1.483 0.123
H -0.4869 4.3493 -0.1316 0.046 -1.665 -0.666 0.109
H 1.6088 1.5319 -2.0747 0.607 1.272 0.225 0.064
H 1.3473 3.0713 -3.0074 0.678 -0.674 1.181 0.098
H 3.0215 2.8066 -2.3287 -1.860 -0.389 0.771 0.055
H 1.6628 4.7437 0.5111 0.372 -0.159 -0.407 0.043
H -0.7097 2.3330 3.3127 -0.497 -0.022 -1.037 -0.008
H -2.2493 3.6243 2.2128 0.263 -0.765 -0.683 0.052
H -0.6604 -0.5883 -0.1370 -0.518 1.634 -0.861 0.098
H -2.1828 -0.5570 -1.0568 0.759 1.436 0.670 0.141
H 0.4188 -1.9693 -1.6324 -0.002 0.271 -1.519 0.060
H 0.0314 -2.4960 -3.4108 0.330 1.131 1.043 0.071
H 1.4306 -1.3728 -3.0379 -1.307 -0.182 0.531 0.103
H -2.6726 -0.5407 1.1863 0.299 1.770 0.178 0.105
H -1.7600 0.4786 2.3573 -0.686 0.403 -1.463 0.048
H -3.9514 2.1921 2.2119 0.037 -1.505 -0.743 0.110
H -6.0464 0.8344 2.0493 1.137 -0.774 -0.907 0.084
H -5.1479 -0.7382 1.6313 0.059 1.408 -0.365 0.077
H -5.3462 0.6896 0.3771 0.368 -0.513 1.209 0.057
H -3.3359 -0.4870 3.7374 -0.789 1.091 -0.074 0.075
H -3.2645 1.3036 4.2270 -0.555 -1.341 -0.535 0.073
H -4.9072 0.5361 4.0743 1.468 -0.310 -0.723 0.078
H -0.3166 -1.0396 1.9675 1.243 0.552 -0.446 -0.017
H 1.7830 -1.5152 2.7401 -0.074 0.557 -0.837 -0.002
H 4.3730 1.8843 -0.7488 -0.772 -0.055 1.397 0.040
H 4.0724 2.7197 0.9384 -0.074 -1.148 -1.028 0.058
H 5.3182 1.4134 0.7328 -1.736 0.088 -0.247 0.077
O 4.6219 1.5177 -2.9214 0.718 0.100 -0.258 -0.072
H 4.5600 1.8899 -3.8144 -0.177 -0.187 -0.070 0.053
H 5.4317 0.9912 -2.9454 -0.207 -0.220 -0.056 0.064
O -6.0747 2.3156 -2.8798 0.247 0.078 0.109 -0.080
H -5.5033 2.7199 -2.1990 -0.363 -0.166 0.064 0.008
H -5.6680 1.4570 -3.0373 0.017 0.124 0.046 0.015
O 6.3321 1.5369 3.2978 0.067 -0.275 0.025 -0.066
H 7.1247 1.0928 3.6209 -0.055 0.095 -0.037 0.041
H 5.6673 0.8352 3.2641 0.017 0.056 -0.074 0.016
O 1.1508 5.7051 5.2305 -0.306 0.204 -0.068 -0.075
H 0.9520 6.6218 5.4621 0.245 -0.074 -0.078 -0.006
H 0.6458 5.5529 4.4181 0.093 -0.197 -0.087 0.007
O -1.2694 -4.3081 -2.5606 -0.086 -0.325 0.069 -0.053
H -0.9287 -5.1500 -2.8920 -0.094 0.030 -0.020 0.048
H -1.7527 -3.9411 -3.3110 -0.022 0.016 0.131 0.061
O -2.2136 -6.6478 -0.4633 -0.344 -0.086 0.173 -0.048
H -3.1414 -6.6569 -0.1913 -0.024 0.081 -0.130 0.020
H -2.1870 -5.9968 -1.1759 0.113 0.087 -0.021 0.006
O -1.9310 -7.4418 2.4123 -0.062 -0.103 -0.119 -0.054
H -2.7853 -7.8682 2.5366 0.122 0.079 0.120 0.033
H -1.9253 -7.1914 1.4773 0.213 0.104 -0.014 -0.001
O -2.9397 -6.8321 -3.3217 -0.174 -0.156 -0.219 -0.057
H -3.0025 -7.1758 -4.2207 0.038 0.093 0.063 0.047
H -3.3411 -7.5222 -2.7787 0.160 0.096 0.106 0.041
O 1.5849 -4.1510 -1.3700 -0.041 -0.204 0.244 -0.050
H 1.8993 -3.5955 -0.6453 0.053 -0.038 -0.060 0.055
H 0.6463 -4.2772 -1.1777 0.034 0.116 -0.086 0.028
O -1.7098 -2.3031 0.6140 -0.146 -0.983 0.028 -0.080
H -1.7794 -2.6146 -0.2983 0.049 -0.013 0.037 0.042
H -2.1061 -3.0159 1.1348 0.104 0.035 0.039 0.073
O 6.8302 3.1526 -3.8070 0.407 0.355 0.531 -0.053
H 6.1672 2.9140 -3.1422 -0.069 -0.056 -0.066 0.035
H 6.9888 4.0928 -3.6523 0.036 -0.065 -0.052 0.077
O 2.2469 -7.0221 -1.8613 -0.217 -0.043 -0.166 -0.073
H 2.0526 -6.1102 -1.5982 0.149 0.077 0.024 -0.011
H 1.7244 -7.1497 -2.6634 0.137 0.020 0.045 -0.001
O 5.1244 -3.6871 1.0147 -0.059 0.160 -0.053 -0.064
H 4.9448 -2.7686 1.2581 -0.079 -0.024 -0.022 0.006
H 4.6106 -3.8193 0.2101 0.071 -0.017 0.071 0.026
O -5.5117 -6.3349 -0.7070 0.081 -0.183 -0.147 -0.060
H -6.4402 -6.3437 -0.4356 0.031 0.239 -0.001 0.030
H -5.4839 -5.6850 -1.4200 0.031 -0.020 0.090 0.064
O 1.5566 -7.4541 -5.0966 0.081 -0.098 -0.161 -0.055
H 1.5065 -7.1001 -5.9919 -0.037 0.038 0.131 0.037
H 2.3679 -7.9761 -5.0968 -0.065 0.068 0.113 0.043
O 9.8470 3.5326 -3.3901 -0.037 -0.229 0.014 -0.070
H 10.2849 2.9897 -2.7250 -0.010 0.117 -0.055 0.034
H 9.0726 3.0116 -3.6452 -0.038 0.117 0.042 0.004
O 5.7265 2.7377 -6.2077 -0.038 -0.329 -0.015 -0.091
H 6.1473 2.6405 -7.0677 -0.109 0.172 0.072 0.004
H 6.4691 2.8692 -5.5970 -0.380 0.016 -0.093 -0.019
O 7.8951 3.7558 -7.6134 0.417 0.049 -0.327 -0.046
H 8.2904 4.6272 -7.4936 -0.134 -0.057 0.064 0.051
H 8.4368 3.3454 -8.2981 -0.036 0.021 0.090 0.049
O 1.3896 8.5355 6.4894 -0.192 0.106 0.219 -0.050
H 0.7059 8.3270 7.1376 0.090 -0.029 -0.042 0.045
H 1.5393 9.4807 6.6040 0.028 -0.100 -0.125 0.040
O 0.7893 -5.6792 2.9775 0.042 -0.204 0.055 -0.064
H 1.5906 -6.1220 3.2785 -0.037 0.117 -0.076 0.031
H 0.1265 -6.3819 2.9559 -0.133 0.093 -0.020 0.002
O -7.6931 -4.7538 0.4338 -0.361 -0.012 0.004 -0.051
H -8.3614 -4.9742 1.0927 0.076 0.024 -0.068 0.051
H -7.5379 -3.8104 0.5642 0.161 -0.109 -0.018 0.059
O -6.5753 5.4391 0.2216 -0.140 0.360 -0.144 -0.084
H -6.2952 6.2786 -0.1579 -0.062 -0.093 0.056 0.025
H -5.8252 4.8384 0.0488 0.155 -0.571 0.200 -0.010
O -5.0939 -5.3593 2.0249 0.082 -0.274 0.007 -0.067
H -5.1622 -5.7048 1.1209 -0.044 0.209 0.036 -0.024
H -5.4936 -6.0459 2.5701 0.075 0.149 0.037 0.034
O -9.6465 4.1504 -0.5495 0.002 -0.038 0.131 -0.080
H -8.9687 4.6504 -0.0726 0.139 -0.070 -0.162 0.011
H -9.1710 3.3830 -0.8878 0.065 0.156 0.008 0.030
```
Positions in Å, forces in eV/Å.

HOMO level, eV: -5.7
Charge: -1

---

Record 6
Below is a 2-piece molecular cluster, H3NO3P overall at a distorted geometry, with properties calculated with wB97M-V/def2-TZVPD.

Geometry as XYZ:
```
8
Properties=species:S:1:pos:R:3:forces:R:3:nbo_charge:R:1
N 0.7333 0.8200 0.0482 0.109 2.027 1.733 -0.360
O 1.4901 -0.0181 -0.4992 0.948 -0.963 -0.859 -0.531
O -0.2694 -1.4683 0.2624 0.954 1.162 0.004 -1.075
O -1.6838 0.4297 -0.7417 -0.555 0.528 2.951 -1.031
P -0.6934 0.0407 0.6960 -2.348 -0.489 -0.993 1.320
H 0.9504 1.1728 1.9328 0.050 -0.541 -1.302 -0.220
H 0.6508 -1.1059 -0.2425 -0.304 -0.998 0.429 0.447
H -1.1780 0.1290 -1.4559 1.146 -0.725 -1.962 0.449
```
Positions in Å, forces in eV/Å.

HOMO level (spin up / spin down), eV: -3.5 / -3.1
Charge: -1